Entry 1:
Entry from the Open Molecules 2025 dataset: C6H9NO as an isolated structure in a non-equilibrium geometry (the ωB97M-V functional and the def2-TZVPD basis).

```
17
C6H9NO | the Open Molecules 2025 dataset | the ωB97M-V functional and the def2-TZVPD basis
O -2.032 0.717 0.246
N 0.350 -0.263 1.259
C 0.832 -1.132 -0.699
C 1.664 -0.258 0.478
C 1.487 1.211 -0.087
C -0.277 -0.292 -0.075
C 0.296 1.252 -0.537
C -1.723 -0.678 -0.076
H -2.988 1.011 0.273
H 1.440 -1.306 -1.736
H 2.046 2.300 -0.069
H 0.844 -2.210 -0.273
H 0.055 0.694 1.772
H -2.098 -0.715 -1.208
H -1.980 -1.564 0.572
H 2.321 -0.905 1.024
H -0.238 2.136 -0.864
```

Summary:
- Energy above the lowest of the compared OMol25 structures with the same formula, charge and spin: 627.8 kJ/mol
- Highest occupied orbital energy: -8.256 eV
- Orbital gap: 0.33230 Eh

Entry 2:
Entry from the Open Molecules 2025 dataset: one molecule with the formula C6H9NO in a non-equilibrium geometry (the ωB97M-V functional and the def2-TZVPD basis).

```
17
C6H9NO | the Open Molecules 2025 dataset | the ωB97M-V functional and the def2-TZVPD basis
O -0.994 1.144 1.672
N 1.185 -0.974 1.173
C -0.095 -0.639 -1.111
C 0.563 1.398 -0.258
C 0.898 0.568 -1.235
C -1.436 0.192 -0.751
C -0.088 -0.895 0.482
C -0.577 0.620 0.484
H 1.619 0.603 -2.082
H 1.542 -1.992 1.116
H -0.082 -1.608 -1.661
H -2.293 -0.224 -0.275
H 1.884 -0.494 0.577
H -1.690 1.020 -1.389
H 1.080 2.375 -0.099
H -0.587 0.355 2.453
H -0.929 -1.447 0.907
```

Summary:
- Energy above the lowest of the compared OMol25 structures with the same formula, charge and spin: 379.7 kJ/mol
- Highest occupied orbital energy: -9.088 eV
- SMILES: N[C@@H]1[C@@H]2C=C[C@@]1(O)C2
- Orbital gap: 0.36686 Eh

What did the first record say?
Entry from the Open Molecules 2025 dataset: C6H9NO as an isolated structure in a non-equilibrium geometry (the ωB97M-V functional and the def2-TZVPD basis).

```
17
C6H9NO | the Open Molecules 2025 dataset | the ωB97M-V functional and the def2-TZVPD basis
O -2.032 0.717 0.246
N 0.350 -0.263 1.259
C 0.832 -1.132 -0.699
C 1.664 -0.258 0.478
C 1.487 1.211 -0.087
C -0.277 -0.292 -0.075
C 0.296 1.252 -0.537
C -1.723 -0.678 -0.076
H -2.988 1.011 0.273
H 1.440 -1.306 -1.736
H 2.046 2.300 -0.069
H 0.844 -2.210 -0.273
H 0.055 0.694 1.772
H -2.098 -0.715 -1.208
H -1.980 -1.564 0.572
H 2.321 -0.905 1.024
H -0.238 2.136 -0.864
```

Summary:
- Energy above the lowest of the compared OMol25 structures with the same formula, charge and spin: 627.8 kJ/mol
- Highest occupied orbital energy: -8.256 eV
- Orbital gap: 0.33230 Eh